Entry from the OMol25 dataset: C22H26As3F3NO2S4Zr as an isolated structure in a non-equilibrium geometry (the ωB97M-V functional and the def2-TZVPD basis).

Geometry (Å):
Zr: -1.255 1.373 1.389
N: -1.291 4.236 4.424
C: -0.300 3.644 5.269
C: 0.802 2.932 4.469
C: 0.273 2.223 3.209
O: -0.730 1.378 3.407
O: 0.676 2.442 2.046
H: -0.839 4.696 3.656
H: -1.877 4.940 4.928
H: -0.825 2.953 5.923
H: 0.193 4.389 5.939
H: 1.332 2.203 5.089
H: 1.567 3.671 4.200
C: -1.173 2.040 -4.587
As: -1.010 0.890 -2.985
C: -2.542 -0.411 -3.244
C: 0.272 -0.417 -3.716
C: 0.121 -0.712 -5.064
C: 1.161 -1.310 -5.763
C: 2.277 -1.769 -5.032
C: 2.418 -1.444 -3.686
C: 1.419 -0.708 -3.019
As: 1.723 0.234 -1.252
C: 3.358 -0.424 -0.450
C: 2.079 2.007 -1.723
H: -1.597 1.456 -5.416
H: -0.135 2.297 -4.878
H: -1.818 2.894 -4.374
H: -2.933 -0.099 -4.199
H: -3.315 -0.247 -2.482
H: -2.225 -1.449 -3.306
H: -0.773 -0.362 -5.566
H: 1.125 -1.472 -6.837
H: 2.996 -2.390 -5.535
H: 3.357 -1.682 -3.176
H: 3.590 -1.454 -0.617
H: 3.224 -0.217 0.609
H: 4.186 0.235 -0.809
H: 1.869 2.199 -2.755
H: 3.136 2.301 -1.526
H: 1.482 2.661 -1.088
S: -4.108 2.409 -2.663
As: -3.690 2.896 -0.573
S: -3.775 0.708 0.487
S: -3.530 0.790 2.461
S: -1.588 3.349 -0.101
F: -0.487 -6.538 3.881
C: -0.725 -5.213 4.058
F: -0.288 -4.906 5.295
F: -2.129 -5.094 4.019
C: -0.216 -4.269 2.979
C: 0.865 -3.410 3.193
C: 1.030 -2.316 2.321
C: 0.169 -2.003 1.291
C: -0.799 -3.020 0.985
C: -1.023 -4.095 1.783
C: 0.058 -0.682 0.810
C: 0.234 0.303 -0.016
H: 1.474 -3.494 4.111
H: 1.845 -1.616 2.519
H: -1.424 -2.785 0.135
H: -1.888 -4.744 1.549

Cartesian forces, eV/Å:
Zr -0.520 -2.195 -2.297
N -1.025 1.095 0.044
C 0.396 -0.090 1.071
C 0.252 0.194 -0.536
C -1.255 -0.723 1.658
O 2.289 1.543 0.330
O -0.090 0.115 0.585
H -0.048 0.466 -0.454
H 0.774 -0.979 -0.697
H 0.119 -0.334 0.098
H -0.017 -0.441 -0.289
H -0.296 -0.090 -0.024
H -0.194 -0.145 -0.349
C 0.430 -0.749 -0.415
As -1.234 -0.481 0.609
C 0.174 0.786 0.306
C -0.557 1.367 -0.038
C 0.750 -0.226 -0.534
C 0.121 -0.649 0.655
C -0.735 0.425 0.038
C 0.272 0.118 0.328
C 1.203 -0.029 0.105
As -1.162 -1.438 -1.200
C 0.561 1.495 -0.086
C 1.431 1.616 0.466
H -0.056 0.306 0.154
H -0.544 0.231 0.152
H 0.291 -0.113 0.100
H -0.432 -0.076 -0.320
H 0.414 -0.105 -0.300
H 0.246 -0.016 0.171
H 0.097 -0.209 -0.113
H -0.129 -0.042 0.167
H 0.454 0.077 -0.062
H -0.316 -0.149 -0.113
H -0.069 -0.617 -0.123
H 0.059 -0.194 0.114
H -0.560 -0.664 0.179
H -0.218 0.075 -0.537
H -0.568 -0.431 -0.203
H -0.350 -0.114 -0.074
S 0.619 0.175 1.087
As -1.921 0.169 -0.377
S 0.725 -0.315 -2.198
S 0.618 0.515 1.390
S 1.006 0.329 0.165
F 0.065 0.474 0.028
C -1.212 0.615 -1.138
F -0.326 -0.144 -0.441
F 1.500 -0.428 0.775
C -0.449 -0.153 -0.447
C -0.764 0.150 -0.176
C 1.562 -0.261 1.268
C -0.721 -0.856 0.318
C 0.228 1.215 -0.657
C 0.417 -0.506 1.261
C -1.804 0.210 0.736
C 0.575 0.323 0.089
H -0.324 0.007 -0.749
H -0.217 -0.119 0.183
H -0.296 -0.307 -0.031
H 0.758 0.295 0.347

Properties
- Charge: -1



Entry from the OMol25 dataset: C22H26BeN4O3 as an isolated structure (the ωB97M-V functional and the def2-TZVPD basis).

Geometry (Å):
Be: 1.776 -0.791 0.053
O: -2.907 4.262 0.910
C: -2.764 4.064 -0.485
C: -1.623 3.103 -0.660
C: -0.662 3.319 -1.573
C: 0.275 2.249 -1.771
N: 0.738 1.564 -0.767
C: -0.448 -0.350 -1.101
C: -1.697 0.464 -0.434
C: -0.312 -1.829 -0.794
C: -1.331 -2.746 -0.965
C: -1.080 -4.091 -0.739
C: -2.151 -5.126 -0.928
O: -3.382 -4.470 -1.115
C: 0.207 -4.472 -0.356
C: 1.169 -3.508 -0.190
N: 0.917 -2.206 -0.401
H: -3.598 4.913 1.074
H: -2.562 4.995 -1.017
H: -3.666 3.610 -0.918
H: -0.695 4.154 -2.259
H: 0.519 1.859 -2.753
H: -2.245 -0.178 0.261
H: -2.313 -2.427 -1.284
H: -2.165 -5.784 -0.052
H: -1.880 -5.740 -1.795
H: -4.066 -5.117 -1.314
H: 0.455 -5.511 -0.184
H: 2.174 -3.766 0.121
O: 3.369 -0.302 -0.027
C: 3.662 1.015 -0.618
C: 3.370 2.176 0.328
C: 2.131 2.118 1.237
C: 0.759 1.978 0.613
C: -0.434 2.089 1.174
C: -1.624 1.883 0.262
C: -2.250 0.448 -1.841
C: -1.196 -0.137 -2.405
N: 0.911 0.189 -0.924
H: 4.088 -0.615 0.534
H: 3.064 1.030 -1.521
H: 4.710 1.012 -0.907
H: 3.354 3.073 -0.298
H: 4.223 2.304 0.998
H: 2.123 3.042 1.817
H: 2.271 1.321 1.966
H: -0.563 2.385 2.208
H: -2.534 1.951 0.855
H: -3.201 0.786 -2.232
H: -0.973 -0.484 -3.407
C: 1.298 -1.361 4.424
C: 1.443 -1.130 2.992
N: 1.541 -0.954 1.865
H: 0.408 -0.847 4.784
H: 2.173 -0.982 4.949
H: 1.197 -2.430 4.610

Cartesian forces, eV/Å:
Be 0.012 -0.050 0.160
O -0.001 0.037 -0.049
C 0.009 -0.047 0.065
C -0.055 -0.007 0.066
C 0.064 0.020 -0.075
C -0.020 0.018 0.027
N 0.068 -0.061 0.082
C 0.119 0.023 -0.015
C 0.013 -0.106 0.015
C 0.007 0.041 0.029
C -0.041 0.015 -0.017
C -0.026 -0.057 -0.006
C -0.012 0.070 -0.010
O 0.016 -0.028 -0.005
C 0.042 -0.030 -0.003
C 0.012 0.032 -0.005
N 0.067 -0.013 0.041
H -0.017 -0.010 0.005
H 0.018 0.011 0.001
H -0.013 0.002 -0.004
H 0.009 -0.003 0.000
H -0.019 -0.001 -0.017
H 0.014 0.000 0.011
H 0.006 -0.008 -0.006
H -0.012 0.003 0.019
H 0.004 -0.007 -0.006
H -0.004 0.003 0.000
H -0.012 0.003 -0.002
H -0.002 0.012 -0.003
O -0.060 -0.033 -0.061
C 0.020 -0.106 0.053
C 0.018 0.050 -0.029
C -0.037 0.003 0.022
C 0.132 0.024 -0.096
C -0.076 -0.040 -0.066
C 0.016 0.032 0.016
C -0.006 0.052 0.011
C 0.019 -0.003 0.017
N -0.263 0.066 -0.153
H -0.030 0.025 0.006
H -0.012 0.016 0.001
H 0.009 -0.014 0.008
H -0.038 0.002 0.021
H 0.003 0.017 -0.006
H 0.001 0.004 0.007
H 0.006 0.011 -0.009
H 0.002 -0.004 -0.001
H -0.011 0.010 -0.001
H 0.011 -0.017 0.003
H -0.008 0.026 0.008
C 0.017 0.037 -0.163
C -0.131 -0.128 0.209
N 0.161 0.104 -0.052
H -0.008 0.009 -0.012
H 0.014 0.007 -0.014
H 0.004 -0.012 -0.017

Properties
- Charge: +2



In the order shown, the computed LUMO values come out to 2.16, -6.13 eV.
In the order shown, the computed ΔE to the lowest compared entry with this formula, charge and spin values come out to 21.99, 84.64 kcal/mol.